(1)
C19H20N2O5 | the ωB97M-V functional and the def2-TZVPD basis

XYZ file:
```
46
Properties=species:S:1:pos:R:3:forces:R:3:mulliken_charge:R:1
C -3.375 2.245 3.061 -0.4808 0.2638 0.1313 -1.24
C -2.329 1.188 2.902 -0.2625 0.0947 0.2087 -0.17
O -2.193 0.980 1.480 0.5621 -0.8377 -0.0845 -0.25
C -1.188 0.122 1.213 0.6423 -0.1351 1.0221 0.19
O -0.477 -0.309 2.109 -0.6318 0.3931 -1.5207 -0.58
C -1.009 -0.099 -0.304 -0.4105 -2.1665 0.8515 1.61
C -0.670 1.264 -0.776 0.6151 2.4312 -1.3876 -2.22
N -0.279 1.570 -2.168 -0.5917 -0.3920 -0.0398 0.26
C -1.308 2.374 -2.853 0.3554 -0.3962 0.4767 -1.39
C 1.061 1.869 -2.437 0.4358 0.5187 0.3937 0.62
C 2.124 1.172 -1.822 -0.1217 -0.0402 -0.1286 0.23
C 3.453 1.493 -2.087 -0.3834 0.2834 -0.2168 -0.81
C 3.746 2.582 -2.915 0.1416 -0.0160 0.0985 -0.45
C 2.706 3.332 -3.463 -0.0638 -0.2920 -0.1004 -0.73
C 1.381 2.968 -3.255 -0.0131 -0.1340 0.2065 -0.47
C -0.010 -1.247 -0.610 0.4609 0.3773 -1.8590 -0.21
O 0.580 -1.308 -1.691 -1.1209 0.1940 1.8201 -0.52
C 0.174 -2.342 0.367 0.1547 -1.3876 0.5399 0.49
C -0.903 -2.877 1.105 0.6361 -0.1567 -0.3005 -0.05
C -0.708 -3.966 1.944 0.7716 -0.3399 0.2733 -0.62
C 0.591 -4.513 2.072 -0.3700 1.8689 -1.4086 -0.12
N 0.839 -5.569 2.995 0.6794 -2.5594 2.0639 0.93
O 2.009 -6.011 3.090 -2.2745 0.9171 -0.2222 -0.58
O -0.115 -6.015 3.671 1.6567 0.9439 -1.3197 -0.59
C 1.669 -4.000 1.317 -0.4612 -0.4880 0.5225 -0.47
C 1.446 -2.949 0.448 -0.6456 0.4896 -0.0485 -0.73
H -3.564 2.423 4.120 -0.0051 0.0122 0.0039 0.40
H -3.056 3.187 2.612 -0.0216 -0.0779 0.0026 0.31
H -4.318 1.935 2.596 0.1618 0.0766 0.0762 0.30
H -1.365 1.499 3.319 -0.2059 -0.1507 -0.1032 0.32
H -2.628 0.232 3.360 0.1853 0.3351 -0.0765 0.27
H -1.984 -0.460 -0.706 0.4591 0.3235 0.0800 0.27
H 0.127 1.668 -0.126 -0.2861 -0.0323 -0.0692 0.53
H -1.584 1.864 -0.637 0.4872 -0.1155 0.4151 0.66
H -1.079 2.495 -3.915 -0.1623 -0.2349 0.2094 0.45
H -2.250 1.839 -2.727 -0.0109 0.1418 -0.2439 0.38
H -1.417 3.376 -2.401 0.0548 -0.1234 -0.1162 0.45
H 1.915 0.333 -1.169 0.0661 0.2597 -0.1752 0.30
H 4.245 0.875 -1.652 -0.2739 0.3691 -0.1489 0.36
H 4.782 2.849 -3.110 -0.1917 -0.0095 0.0059 0.37
H 2.899 4.208 -4.079 0.1421 -0.1915 0.1200 0.36
H 0.572 3.564 -3.678 0.4644 -0.0821 0.0527 0.32
H -1.902 -2.462 1.004 0.1603 -0.0282 0.0664 0.42
H -1.521 -4.381 2.541 0.2681 0.0948 -0.2454 0.46
H 2.658 -4.440 1.431 -0.3369 0.0927 -0.0316 0.47
H 2.254 -2.560 -0.172 -0.2352 -0.0939 0.2063 0.46
```
Positions in Å, forces in eV/Å.

Its spin multiplicity is 1. The calculation puts the maximum force at 3.357 eV Å⁻¹. For the relative energy (zero: lowest compared OMol25 entry of this formula, charge and spin), the calculation gives 131.39 kcal/mol. The HOMO energy is -7.877 eV. As for the SMILES: CCOC(=O)[C@@H](CN(C)c1ccccc1)C(=O)c1ccc([N+](=O)[O-])cc1.

=====

(2)
C27H30N3O3P2Tc | the ωB97M-V functional and the def2-TZVPD basis

XYZ file:
```
66
Properties=species:S:1:pos:R:3:forces:R:3:mulliken_charge:R:1
Tc -0.059 0.482 0.026 -0.8616 0.2010 -0.2730 -0.55
O -1.091 -3.744 -3.172 -0.0683 -0.1224 0.0718 -0.64
C -1.974 -3.886 -2.165 -0.0012 0.0191 -0.1204 0.22
C -2.593 -5.126 -2.020 -0.0538 -0.0845 0.0226 -0.68
C -3.517 -5.330 -1.016 0.0203 -0.0011 -0.0102 -0.39
C -3.845 -4.307 -0.122 0.0220 -0.0402 -0.0300 -0.80
C -3.215 -3.090 -0.241 -0.0044 0.0175 0.0010 -0.51
C -2.274 -2.859 -1.256 -0.1118 0.0405 0.1271 0.94
C -1.569 -1.578 -1.285 0.0244 -0.0637 0.3081 0.31
O -1.661 -0.805 -0.226 0.0896 0.0664 -0.2264 -0.66
N -0.802 -1.285 -2.303 0.0775 0.3692 0.1960 -0.91
N -0.182 -0.067 -2.054 0.3451 -0.0586 -0.0539 0.42
C 0.189 0.635 -3.067 -0.1453 -0.0150 -0.1105 -0.62
C 0.517 2.035 -2.984 0.0710 -0.0894 -0.0960 0.53
C 1.063 2.670 -4.115 0.0178 -0.1051 0.0003 -0.59
C 1.251 4.029 -4.145 -0.0068 0.0618 0.0213 -0.74
C 0.848 4.794 -3.044 0.0417 0.0317 -0.0871 -0.50
C 0.289 4.200 -1.934 -0.0104 0.1661 0.0852 -0.44
C 0.135 2.812 -1.871 -0.1381 -0.2171 0.2500 0.04
O -0.387 2.283 -0.765 0.0582 0.0548 -0.1354 -0.36
H -0.806 -2.809 -3.197 0.0501 0.0293 -0.0660 0.52
H -2.336 -5.911 -2.719 -0.0162 0.0177 0.0078 0.46
H -3.994 -6.298 -0.925 0.0000 0.0296 -0.0079 0.40
H -4.584 -4.469 0.651 0.0252 -0.0043 -0.0095 0.44
H -3.438 -2.281 0.443 0.0052 -0.0260 -0.0200 0.47
H 0.143 0.166 -4.049 -0.0673 0.0336 0.0049 0.43
H 1.332 2.062 -4.972 -0.0241 0.0246 0.0279 0.43
H 1.677 4.504 -5.019 -0.0097 -0.0070 0.0493 0.44
H 0.968 5.870 -3.066 -0.0054 -0.0273 0.0038 0.43
H -0.038 4.787 -1.084 0.0063 -0.0085 -0.0287 0.48
C 3.140 2.017 -0.992 -0.0700 -0.0065 -0.0108 -1.43
P 2.223 1.261 0.376 0.3010 -0.0296 0.0400 1.58
C 2.423 2.450 1.723 -0.0911 0.0215 -0.0029 -1.44
C 3.262 -0.193 0.790 -0.0522 -0.0343 0.0443 -1.35
C 2.519 -1.219 1.649 -0.0492 0.1104 -0.0663 -0.97
P 0.890 -1.594 0.894 0.2185 -0.2824 0.1320 1.43
C 1.292 -2.853 -0.350 -0.0449 0.0167 -0.0495 -1.29
C -0.079 -2.507 2.122 -0.0803 0.0609 -0.0622 -1.52
H 2.755 3.014 -1.204 0.0070 -0.0007 -0.0010 0.35
H 3.056 1.416 -1.896 0.0191 -0.0191 0.0023 0.34
H 4.187 2.085 -0.694 0.0286 0.0358 -0.0247 0.56
H 3.477 2.712 1.816 0.0232 0.0323 0.0267 0.47
H 2.048 2.049 2.661 0.0197 -0.0102 0.0062 0.36
H 1.842 3.341 1.481 0.0076 -0.0003 0.0138 0.35
H 4.176 0.154 1.274 0.0465 -0.0306 0.0122 0.64
H 3.553 -0.637 -0.165 0.0171 -0.0156 -0.0094 0.46
H 2.361 -0.842 2.659 0.0016 0.0144 0.0316 0.46
H 3.086 -2.146 1.735 0.0591 -0.0296 0.0427 0.62
H 1.819 -3.668 0.149 0.0175 -0.0182 -0.0313 0.51
H 1.917 -2.444 -1.144 0.0097 -0.0010 0.0050 0.36
H 0.379 -3.245 -0.800 0.0790 0.0147 0.0419 0.26
H 0.592 -3.077 2.765 -0.0110 -0.0625 0.0063 0.50
H -0.745 -3.189 1.591 -0.0071 0.0100 0.0101 0.39
H -0.685 -1.832 2.721 0.0306 0.0084 0.0209 0.33
N -3.033 2.994 6.410 0.0655 -0.0561 -0.1172 -0.48
C -2.560 2.589 5.444 0.0367 -0.0094 -0.0804 -0.19
C -1.963 2.081 4.230 -0.0641 0.0330 0.1640 0.46
C -0.825 1.282 4.299 0.0408 -0.0323 -0.0090 -1.04
C -0.262 0.794 3.131 -0.1722 0.0861 0.0239 0.05
C -0.808 1.091 1.874 0.3255 -0.1255 -0.0049 0.83
C -1.956 1.890 1.834 0.0023 -0.0347 -0.0640 -0.21
C -2.529 2.382 2.994 -0.0602 0.0470 0.0241 -0.86
H -0.390 1.047 5.263 -0.0201 0.0070 -0.0162 0.49
H 0.619 0.169 3.225 0.0005 0.0198 -0.0074 0.36
H -2.413 2.137 0.883 0.0262 0.0179 0.0159 0.59
H -3.413 3.004 2.950 0.0089 -0.0303 -0.0092 0.48
```
Positions in Å, forces in eV/Å.

Its spin multiplicity is 4. The calculation puts the maximum force at 0.926 eV Å⁻¹. The total charge is +1. The HOMO energy (spin up / spin down) is -10.911 / -10.937 eV.

=====

Question: Which formula does entry 1 have?
Answer: C19H20N2O5

=====

Question: Which of these has the highest spin multiplicity?
Answer: C27H30N3O3P2Tc

=====

Question: Look up the maximum force of the first one.
Answer: 3.357 eV Å⁻¹